Record 1
ORCA calculation (ωB97M-V with the def2-TZVPD basis set) on C26H19F3N3OsS as an isolated structure at a distorted geometry.

Each line ends with the Mulliken charge.
Cartesian coordinates (Å):
C 2.93841 -1.79259 -1.10713  -0.68
H 1.03739 0.07539 -2.76499  0.51
C 4.77172 -1.24449 0.91905  -0.64
H -0.87914 -3.26044 -0.11516  0.59
C -1.68984 0.23700 -2.14020  0.07
C 2.57729 -1.03925 0.00416  0.06
C -3.31919 -0.12444 -0.74952  1.15
H -0.37303 3.35573 -2.67313  0.47
F -3.97298 0.01388 1.50645  -0.28
H -3.74474 -0.06996 -2.92956  0.67
N -5.98238 2.64701 -2.52310  -0.54
H -4.81802 -1.73189 -0.97227  0.54
H 5.48238 -1.06735 1.71582  0.50
C 3.46618 -0.76910 1.04227  1.26
C 4.24833 -2.23660 -1.21632  -0.94
H -2.78478 3.88916 -2.86516  0.52
Os 0.74285 -0.24775 -0.19450  0.88
H 4.08507 2.30786 4.47908  0.41
H 1.40476 1.62593 -1.95596  0.58
H 2.22567 -2.03032 -1.89327  0.45
H -0.13448 -0.92828 2.38402  0.34
C -2.50931 2.86620 -2.64277  -0.20
C -4.14468 0.59952 0.30871  0.53
F -5.44275 0.54111 0.00341  -0.26
C -1.51778 -2.40526 -0.30605  0.10
C -2.94274 -2.58891 -0.57248  -0.87
H 6.17191 -2.33163 -0.27735  0.42
H -3.31474 -3.60335 -0.58612  0.48
C 3.41353 1.62228 3.98117  -0.71
H 1.74727 2.07120 5.25483  0.41
C -4.86557 2.37845 -2.47748  -0.17
C 3.86209 0.88315 2.89582  -1.01
C -3.49124 1.98324 -2.40833  -0.51
C -1.08196 2.54227 -2.58858  -0.94
N 0.79147 -0.99247 1.96878  -0.47
S -0.99362 1.10564 0.59127  -0.27
H 1.10192 -1.95930 2.02726  0.33
H -1.42612 -0.68105 -2.67273  0.50
C -0.67568 1.29101 -2.37534  -0.03
C -3.20364 0.51802 -2.18702  0.23
H 4.54835 -2.81099 -2.08211  0.42
C 1.70045 -0.12114 2.68958  0.80
F -3.80180 1.88325 0.43144  -0.19
C 5.15812 -1.96289 -0.20166  -0.72
C 2.10479 1.49272 4.41428  -0.71
H 4.87722 1.01217 2.54357  0.46
C -3.76354 -1.55998 -0.78892  -1.32
H 0.22067 0.50526 4.10252  0.38
C 3.01677 0.00363 2.23017  0.74
N -0.97867 -1.25149 -0.35170  -0.37
C -1.77130 -0.05782 -0.62767  0.11
C 1.24499 0.61590 3.76611  -0.82
C 0.68412 0.80177 -2.01322  -1.26

LUMO level ... -4.9 eV
Strongest force on any atom ... 1.4 eV/A
Relative energy (zero: lowest compared OMol25 entry of this formula, charge and spin) ... 399.1 kJ/mol
Net charge ... +1
Calculated total energy ... -53186.5516 eV

---

Record 2
ORCA calculation (ωB97M-V with the def2-TZVPD basis set) on a 2-piece molecular cluster, C2H6O overall at a distorted geometry.

Each line ends with the Mulliken charge.
Cartesian coordinates (Å):
O -0.90518 -2.94228 -3.13421  -0.66
C 0.00000 0.00000 0.00000  -0.32
H 0.20525 -0.87871 -0.62206  0.06
H -0.86449 0.62004 -0.26348  0.27
H -0.27936 -2.54006 -2.49015  0.33
H 1.47000 -0.69645 1.38902  0.22
H 0.57043 0.88811 1.83524  0.23
H -1.66432 -3.24525 -2.58632  0.33
C 0.75534 0.08659 1.11095  -0.46

LUMO level ... 0.9 eV
SMILES string ... C=C.O
Strongest force on any atom ... 1.5 eV/A
Relative energy (zero: lowest compared OMol25 entry of this formula, charge and spin) ... 80.4 kJ/mol
Net charge ... 0
Calculated total energy ... -4217.6344 eV

---

Record 3
ORCA calculation (ωB97M-V with the def2-TZVPD basis set) on a 14-piece molecular cluster, C18H21Cl39FN2O4Si overall at a distorted geometry.

Each line ends with the Mulliken charge.
Cartesian coordinates (Å):
C -6.52846 -3.21675 6.37564  -0.08
H -0.55603 -1.70001 3.09224  0.06
Cl 0.75572 -0.93607 -7.76262  -0.12
C -1.24249 -2.38358 3.60226  0.00
Cl 12.27306 7.24273 1.68738  -0.13
C 10.80773 6.26554 1.54627  0.35
Cl 6.42094 2.96170 -14.24451  -0.12
Cl 4.41779 4.81432 -15.23606  -0.13
F 0.10265 -6.35579 0.40339  -0.20
Cl -1.80857 -1.53981 -6.54509  -0.11
H 0.98035 7.85031 1.82722  0.35
O -0.01754 -5.62427 2.45157  -0.45
O -4.60726 -0.89652 2.35388  -0.75
H -0.83939 -2.12539 5.70190  0.42
C -0.67283 -1.97148 -7.82330  0.05
Cl -1.33409 3.49812 3.39944  -0.15
Si -2.70040 -2.80156 2.49519  -0.14
Cl -2.61023 0.97790 2.66345  -0.05
H 6.73516 4.87594 5.55573  0.31
O -1.50929 -3.07003 0.13628  -0.38
C -0.53939 -5.72459 1.39586  0.46
Cl 0.09073 0.99214 3.76954  -0.13
Cl 1.52077 1.45192 -11.12577  -0.11
H -7.16028 -2.55291 6.95098  0.36
Cl -0.21078 -3.67066 -7.70934  -0.13
Cl -7.24607 -8.03226 2.50534  -0.15
C -1.65660 -1.87745 5.00924  -0.77
Cl -7.30789 -3.48659 4.81045  -0.11
Cl 0.49183 -1.51337 -1.05509  -0.12
Cl -1.81905 -3.83387 -4.41999  -0.03
Cl 1.63780 7.12530 3.95602  -0.14
H -0.68041 1.92960 1.76813  -0.26
Cl -6.37853 -4.74145 7.26623  -0.17
Cl -4.39590 7.05576 3.58448  -0.15
C 0.60358 7.11201 2.52291  -0.08
Cl 0.33117 1.38409 -0.92959  -0.16
Cl 2.18162 -1.36074 -10.89729  -0.10
C 4.75064 3.51177 -14.09144  0.24
Cl 0.64426 5.53605 1.74173  -0.04
Cl -5.77814 4.50230 3.67088  -0.12
H 10.19352 6.44777 2.41893  0.02
Cl -0.86062 -0.05328 -3.16543  -0.10
Cl 3.35260 0.22901 -13.02404  -0.15
H -6.96607 -5.91113 3.46537  0.02
O -3.18243 -0.70128 0.68134  -0.71
H -1.16126 -1.81745 -8.77684  0.29
Cl 2.73707 -0.06682 2.63213  -0.07
C -1.92167 -3.78763 1.01056  0.54
Cl 0.15413 -5.70858 -3.39318  -0.17
H -3.62278 -4.68202 3.57686  0.23
H -4.69810 -3.84051 2.69659  0.11
N -1.81755 -5.25915 1.02896  -0.16
H -1.42440 -0.18916 -0.88289  -0.21
C 3.70399 1.29362 2.07474  -0.11
Cl 7.74429 2.96661 4.65300  -0.13
Cl 6.44966 5.15147 3.25012  -0.09
Cl 11.20402 4.54828 1.50292  -0.12
Cl -7.81486 -5.43333 1.33887  -0.12
Cl 8.82645 5.65518 4.83789  -0.14
Cl 5.04248 1.61155 3.18542  -0.08
Cl 4.41305 4.02996 -12.44099  -0.12
C -4.35335 5.39319 4.19302  0.70
Cl -4.96344 -2.45244 6.17030  -0.04
H -2.45700 -5.57515 1.75080  0.25
Cl -4.21795 5.38210 5.95380  -0.13
C -0.48860 -0.10691 -1.43743  0.59
H 4.09756 2.68061 -14.32345  0.13
H 3.60971 0.48103 -10.70519  0.29
H -2.17356 -5.96658 -3.51300  0.33
C 7.35403 4.68581 4.68839  0.04
Cl -1.05674 7.54178 2.94502  -0.07
Cl 2.70731 2.74097 1.88907  -0.05
H 4.11902 1.04163 1.10740  0.31
C 2.77620 0.23311 -11.34980  0.06
C -1.51820 -5.14103 -3.26493  -0.14
H -2.54817 -2.39818 5.37016  -0.15
H -1.76019 -0.79160 5.03765  0.23
C -6.80506 -6.32056 2.47563  0.30
C -3.57208 -1.27938 1.72992  0.67
Cl -5.09602 -6.12055 2.07385  -0.12
N -3.92367 -3.74202 3.34138  -0.36
H -0.68203 -3.32168 3.74472  0.33
C -1.08926 1.84812 2.76963  0.53
H -3.47925 4.90378 3.78274  -0.28
Cl 9.88500 6.73060 0.11631  -0.13
Cl -1.86196 -4.60214 -1.61985  -0.02

LUMO level ... 1.4 eV
Strongest force on any atom ... 2.6 eV/A
Net charge ... -1
Calculated total energy ... -529147.6628 eV

---

Record 4
ORCA calculation (ωB97M-V with the def2-TZVPD basis set) on C37H51Cl5CsF5LiMgN3O5PS as an isolated structure at a distorted geometry.

Each line ends with the Mulliken charge.
Cartesian coordinates (Å):
C 4.41882 5.78245 -3.72834  -0.62
C 0.47051 -1.01255 2.89885  -0.74
C -3.20910 0.83419 -2.65079  -0.25
H -4.45204 -0.47795 -3.79409  0.50
P -1.76382 -1.25149 -3.86220  0.13
C 5.54565 4.00759 -2.51694  -0.81
C -3.98351 -0.09012 -6.25708  -1.32
C 4.52065 1.66802 -2.33072  -0.59
O -0.10861 -1.36918 -4.15446  -0.53
C 1.93162 -0.73511 3.37384  -0.66
C 3.35973 -6.60489 8.35214  -0.63
H 1.96069 -0.26756 4.36481  0.39
C 5.48984 5.31496 -2.96561  -0.42
H -1.60908 -3.36672 -2.98518  0.34
H 0.19404 -2.28517 -4.12638  0.36
H 3.85640 0.10663 2.78238  1.13
H -6.37098 0.62613 0.50693  0.43
H 4.37990 6.80686 -4.08359  0.42
H -0.69269 3.88448 0.84745  -0.14
H -5.09599 2.71046 -2.82215  0.59
H 2.76900 -1.08203 -1.91675  0.64
Cl -5.02721 -4.25413 1.92433  0.04
Cl -3.81459 -1.56613 -0.57838  -0.46
O 0.17973 -1.75268 -1.52731  -0.60
H 3.13850 2.32647 2.52359  0.95
N -2.33224 -2.67116 -3.13410  -0.29
H 5.56924 -5.45170 7.06559  0.28
C 5.51488 -6.54087 7.14034  -0.54
C 4.85346 -6.93566 8.46612  -0.62
C 2.27427 1.62001 2.16130  -0.65
H 2.74320 -7.30608 8.90860  0.34
Cs 4.42468 1.45312 1.24973  1.02
H -0.16009 -0.20428 3.27868  0.19
H 0.08546 -1.93021 3.36694  0.59
H -4.47017 3.75730 -1.58054  0.69
C -3.62507 0.96760 -5.17140  -0.03
C -4.67166 2.70636 -1.81514  -1.91
H -6.22534 0.11118 -1.18583  0.36
C 0.09467 -0.56728 -1.32009  -0.67
H 0.40458 -1.11171 1.81326  0.20
H 3.52129 -0.08475 -0.64500  -0.17
Cl -6.15029 -6.11059 -0.01435  -0.15
H 4.77945 -6.63798 5.07126  0.36
H 2.34561 1.86888 -2.19831  0.44
S 2.95350 -6.72700 6.60969  1.07
C -5.71764 2.20936 -0.76495  0.76
C -3.42256 1.85400 -1.71113  0.00
Li 2.29227 -3.54601 4.11011  0.94
H 2.77832 -0.49676 1.36139  0.90
H 3.14762 -5.58731 8.67666  0.36
H 6.42317 3.72923 -1.92903  0.30
H -1.29408 4.35888 -0.74521  0.52
H 5.30501 -6.41918 9.31143  0.32
O -0.67275 1.67864 1.70564  -0.53
H 4.69756 -8.17867 5.96813  0.35
H 2.67006 2.93258 -3.88685  0.55
C 1.27683 0.21256 -0.81236  0.80
F 1.60717 4.84306 -6.07345  -0.87
H -2.53040 1.12621 -5.09621  0.23
H -1.30738 6.37407 0.44764  0.36
H 4.99515 1.56408 -1.32869  -0.23
H -4.87491 -0.65388 -5.97008  0.27
C 3.49700 3.57609 -3.60029  -0.13
C -0.41786 1.42675 0.55422  -1.00
C 0.99320 1.16581 0.11442  0.03
F -3.01082 2.79385 1.60376  -0.36
H 2.40007 -1.73884 3.48447  -0.54
F -5.13767 -0.32149 -8.39947  -0.84
H -3.64086 3.83055 0.07025  0.38
H -4.12744 1.90416 -5.49200  0.34
N 1.97984 2.01607 0.73159  -0.35
N -6.53050 3.00597 -0.21241  -0.72
C -5.76644 0.72422 -0.39595  -0.69
C -2.75761 3.24747 0.34917  -0.37
C 3.05559 1.07149 -2.42963  -0.99
H -5.15267 1.11169 -3.64413  0.93
Cl -3.67759 -6.72859 1.38327  -0.18
C -1.42341 1.28025 -0.55216  0.87
C 3.41960 4.87044 -4.03788  -0.86
H -4.25027 0.38494 -7.25129  0.48
C 2.73143 -0.11691 -1.40904  -0.72
H 5.17648 1.13289 -3.03448  0.43
H 2.86190 1.99142 0.22184  0.70
C -1.57590 4.24014 0.31173  -0.15
H 2.88256 0.69450 -3.43963  0.63
O 2.58186 -5.40331 6.12845  -0.60
C -4.20795 0.59047 -3.77928  -1.88
C -1.93558 5.61772 0.93382  -1.37
F -4.91953 2.42432 2.42576  -0.63
H -2.86593 -2.46127 -2.27043  -0.01
C 2.76371 0.06812 2.34935  -1.83
C -2.53295 2.09755 -0.65106  0.40
H 1.44793 1.78507 2.85711  0.30
C 4.53451 3.10735 -2.81815  1.00
H 2.52571 5.16684 -4.63457  0.41
H 6.26980 6.03770 -2.72815  0.34
H -3.19115 -0.82356 -6.41600  0.28
F -4.63499 -2.41973 3.71110  -0.86
H -4.72779 0.30536 -0.25861  -0.46
Cl -3.72811 -4.67020 -0.64856  -0.07
C -4.65757 -5.41312 0.66643  0.28
C -1.15846 0.25399 -1.48616  0.71
H -3.00002 5.85074 0.86231  0.33
O 2.11311 -7.86509 6.38820  -0.62
H 6.52677 -6.93440 7.05903  0.34
H -1.63719 5.59429 1.98808  0.35
H 4.98104 -8.00709 8.63100  0.31
C 4.61007 -7.09556 6.04374  -0.67
Mg -1.68387 2.46284 -4.81632  0.79
C -2.03733 0.04773 -2.52522  1.31
H -6.35505 3.96182 -0.54238  0.27

LUMO level ... -2.1 eV
Strongest force on any atom ... 13.4 eV/A
Net charge ... -1
Calculated total energy ... -156404.4528 eV